A 20-piece molecular cluster, C40H120O20 overall, computed with the ωB97M-V functional and the def2-TZVPD basis.

Energy: -84370.31992 eV
Charge: 0
Largest force on an atom: 4.33 eV Å⁻¹

Geometry (Å):
C: -13.8501 -21.0037 5.6536
C: -13.7348 -19.5323 5.6539
O: -14.6167 -19.0790 6.6556
H: -13.7013 -21.3423 6.7099
H: -13.1891 -21.4637 4.9123
H: -14.8947 -21.2213 5.4584
H: -14.0321 -19.1283 4.6848
H: -12.7192 -19.2670 5.8831
H: -14.4163 -18.1368 6.7690
C: -22.0945 -15.7946 -0.6068
C: -22.4466 -14.7053 0.4449
O: -21.1959 -14.0470 0.8247
H: -21.6782 -16.7309 -0.1830
H: -21.3283 -15.4150 -1.2603
H: -22.9832 -15.9208 -1.2786
H: -22.9285 -15.1835 1.3424
H: -23.0803 -13.9790 -0.1105
H: -21.3681 -13.3401 1.4357
C: -17.5275 -20.1425 2.9610
C: -17.4880 -19.2307 1.7470
O: -18.5678 -18.2996 1.8693
H: -18.4035 -20.7817 2.9355
H: -17.4838 -19.5760 3.8893
H: -16.6628 -20.8168 2.9490
H: -17.6075 -19.8323 0.8013
H: -16.5101 -18.7233 1.5858
H: -18.5394 -17.5594 1.2079
C: -13.4367 -11.2931 5.8334
C: -12.7615 -12.2605 6.7007
O: -13.6940 -13.1723 7.2543
H: -14.2875 -11.6665 5.2583
H: -12.7479 -10.8541 5.0560
H: -13.8005 -10.4020 6.4560
H: -12.2886 -11.6362 7.4407
H: -12.0782 -12.8438 5.9999
H: -13.8756 -13.8614 6.5701
C: -17.9691 -11.2286 9.0217
C: -16.9539 -11.6374 7.8963
O: -15.6081 -11.3069 8.2106
H: -17.5616 -11.5803 10.0033
H: -19.0004 -11.5328 8.8317
H: -18.0095 -10.1569 9.0552
H: -17.2487 -11.1513 6.9537
H: -16.9889 -12.7012 7.7433
H: -15.0507 -12.0143 7.8600
C: -15.9321 -7.7596 3.6704
C: -17.0329 -7.5848 2.6312
O: -16.3907 -7.4548 1.3471
H: -16.2837 -8.5664 4.3063
H: -15.6678 -6.8889 4.2778
H: -15.0795 -8.2385 3.1312
H: -17.7215 -6.7738 2.8562
H: -17.6494 -8.4229 2.4620
H: -15.6613 -6.8576 1.3158
C: -16.8890 -16.0370 -0.0630
C: -17.9064 -14.9725 0.2933
O: -18.9182 -15.5811 1.1327
H: -16.3553 -16.3722 0.7935
H: -16.1677 -15.6230 -0.7676
H: -17.4205 -16.7952 -0.5963
H: -18.3355 -14.5474 -0.6249
H: -17.3993 -14.1278 0.8248
H: -19.8425 -15.1391 1.0428
C: -16.8287 -14.7396 -3.9336
C: -15.8809 -13.5725 -4.2533
O: -14.7825 -13.4456 -3.2526
H: -17.1920 -14.5346 -2.8963
H: -16.2259 -15.6347 -3.9822
H: -17.5968 -14.9428 -4.7594
H: -16.3534 -12.6133 -4.1038
H: -15.4482 -13.5543 -5.2626
H: -14.2683 -14.2722 -3.3361
C: -18.7277 -13.2916 5.0680
C: -19.3821 -14.5433 4.5972
O: -18.5509 -15.4047 3.9113
H: -18.0291 -13.4473 5.9014
H: -19.3705 -12.5139 5.4217
H: -18.0963 -12.8348 4.2741
H: -20.2773 -14.3085 4.0431
H: -19.7978 -15.0388 5.4876
H: -18.6505 -15.3890 2.9121
C: -17.4404 -17.7588 9.0037
C: -17.9482 -17.8899 7.5796
O: -19.3287 -17.5484 7.4741
H: -18.0207 -18.2912 9.7551
H: -17.4110 -16.6563 9.2922
H: -16.4400 -18.1876 8.9910
H: -17.6575 -18.8310 7.1069
H: -17.3480 -17.1395 6.9682
H: -19.4402 -17.4079 6.5396
C: -21.7553 -16.9419 3.8987
C: -20.8433 -18.1341 4.2266
O: -19.6284 -17.6854 4.8182
H: -22.1031 -16.5738 4.7909
H: -22.6052 -17.5091 3.3957
H: -21.3167 -16.2707 3.1647
H: -20.5695 -18.5952 3.2461
H: -21.3605 -18.8681 4.8940
H: -19.1720 -16.9148 4.3083
C: -10.6465 -13.2588 0.6540
C: -11.9861 -12.6805 0.1143
O: -12.7585 -12.2018 1.1579
H: -10.1498 -12.3473 1.1085
H: -10.0628 -13.8621 -0.0330
H: -10.9667 -13.8839 1.4988
H: -12.5439 -13.3347 -0.5525
H: -11.6523 -11.8344 -0.5040
H: -13.7112 -12.3538 0.9017
C: -17.6266 -11.1356 2.1356
C: -16.3125 -10.9227 1.3754
O: -15.6811 -12.1594 0.9087
H: -18.4991 -11.0238 1.5228
H: -17.7789 -10.4957 2.9887
H: -17.7400 -12.1667 2.6105
H: -15.6075 -10.3507 2.0255
H: -16.4889 -10.1881 0.5747
H: -15.8220 -12.0653 -0.0574
C: -22.5732 -10.2816 1.4838
C: -21.2958 -10.6576 2.2529
O: -21.4944 -11.9653 2.7719
H: -22.9089 -11.2155 0.9378
H: -22.6096 -9.4116 0.8658
H: -23.2592 -10.0553 2.2979
H: -21.1192 -9.9502 3.0398
H: -20.4380 -10.8150 1.5733
H: -22.0866 -11.9744 3.6033
C: -15.1743 -14.3366 3.1619
C: -15.4556 -14.6576 4.6214
O: -14.2212 -14.9602 5.3285
H: -14.7687 -15.1449 2.5577
H: -14.4340 -13.5323 3.1820
H: -16.1058 -13.9418 2.6775
H: -16.2220 -15.4150 4.7727
H: -15.7718 -13.7623 5.1132
H: -13.5998 -15.5353 4.8493
C: -14.4337 -9.4697 -1.6180
C: -15.2760 -10.3921 -2.4588
O: -15.7073 -11.4699 -1.6701
H: -14.1838 -8.5946 -2.1186
H: -13.5337 -10.0512 -1.2519
H: -14.9422 -9.2138 -0.6824
H: -14.7265 -10.7775 -3.2422
H: -16.1125 -9.9790 -3.0069
H: -15.5198 -12.3049 -2.1502
C: -13.0977 -16.8347 -0.4611
C: -12.4632 -16.6518 -1.8534
O: -13.5069 -16.2145 -2.7115
H: -12.4854 -17.3820 0.2523
H: -13.9973 -17.4547 -0.5228
H: -13.4133 -15.9300 0.0335
H: -12.1047 -17.6391 -2.0728
H: -11.5592 -15.9710 -1.8596
H: -13.5545 -16.8329 -3.4671
C: -21.1549 -14.0213 10.4147
C: -20.2596 -15.0073 9.6644
O: -20.7017 -15.1832 8.3359
H: -21.2733 -13.1768 9.8154
H: -20.6089 -13.6180 11.2927
H: -22.1379 -14.3330 10.6582
H: -20.2367 -15.9846 10.2214
H: -19.2026 -14.6387 9.6811
H: -20.1263 -15.8884 7.9782
C: -22.8285 -9.7914 5.8205
C: -23.3892 -11.1605 6.0465
O: -22.7280 -12.1725 5.2465
H: -23.0346 -9.5527 4.8001
H: -21.7553 -9.7141 5.9867
H: -23.3727 -9.1051 6.4305
H: -24.4277 -11.1995 5.7172
H: -23.2877 -11.4740 7.0731
H: -22.7161 -13.0433 5.7033
C: -24.7053 -14.9927 8.4848
C: -24.0477 -15.3227 7.1806
O: -23.0411 -14.3202 6.9110
H: -25.3183 -14.1444 8.4699
H: -23.8748 -14.7911 9.1879
H: -25.3021 -15.8708 8.8837
H: -24.7000 -15.1761 6.3397
H: -23.7015 -16.3228 7.1323
H: -22.2997 -14.4601 7.4808



A 16-piece molecular cluster, C40H122N10O16 overall, computed with the ωB97M-V functional and the def2-TZVPD basis.

Energy: -91113.06922 eV
Charge: 0
Largest force on an atom: 3.75 eV Å⁻¹

Geometry (Å):
C: -3.4655 -0.8334 -5.5994
C: -3.9869 0.0254 -4.4475
C: -2.8587 0.8908 -4.0273
O: -3.3054 1.7480 -2.9524
C: -2.3219 2.5570 -2.3950
N: -5.1847 0.7592 -4.7956
H: -3.1585 -0.1349 -6.3596
H: -4.2188 -1.4393 -6.0580
H: -2.5994 -1.4143 -5.3120
H: -4.1825 -0.6582 -3.6020
H: -2.4827 1.4321 -4.9345
H: -1.9920 0.2967 -3.6393
H: -1.9604 3.3289 -3.1684
H: -1.5425 1.9417 -1.9818
H: -2.7864 3.1363 -1.5835
H: -5.3284 1.2889 -3.9739
H: -6.0176 0.2281 -4.9200
C: 0.5013 5.5115 0.2584
C: 0.3636 5.5897 -1.2504
C: 0.0345 7.0543 -1.6209
O: -0.3381 7.1223 -3.0292
C: -0.4293 8.4321 -3.3916
N: 1.5486 5.0204 -1.8675
H: -0.4133 5.6980 0.8529
H: 1.3860 6.0819 0.5559
H: 0.9079 4.5763 0.6458
H: -0.4820 4.9433 -1.5817
H: 0.9180 7.7480 -1.4611
H: -0.7990 7.3761 -0.9861
H: -0.5304 8.5169 -4.4467
H: 0.4050 9.0945 -3.1827
H: -1.2544 8.9114 -2.7422
H: 1.5893 5.3150 -2.8008
H: 2.3606 5.5189 -1.4415
C: 1.9288 -4.7816 -1.3533
C: 1.7319 -4.3943 0.1382
C: 3.0656 -3.9329 0.7944
O: 4.0166 -5.0116 0.9851
C: 5.3677 -4.7064 0.5758
N: 0.8486 -3.2307 0.2596
H: 0.9560 -5.0370 -1.8339
H: 2.6924 -5.5141 -1.5617
H: 2.3050 -3.8719 -1.7672
H: 1.3016 -5.2277 0.7236
H: 2.8911 -3.5177 1.7734
H: 3.5977 -3.1842 0.1938
H: 5.5444 -4.2499 -0.4018
H: 5.8289 -5.6827 0.6887
H: 5.8154 -3.9974 1.2942
H: 1.1033 -2.4960 -0.4335
H: 0.9618 -2.7168 1.1278
C: 1.6227 6.3476 6.9171
C: 0.9704 5.0941 7.5355
C: 1.4188 3.8481 6.7636
O: 1.0912 3.9351 5.3115
C: -0.1232 3.2632 5.0001
N: 1.2693 4.8576 8.9958
H: 2.7053 6.3315 7.0320
H: 1.1666 7.2319 7.2987
H: 1.4609 6.3968 5.8444
H: -0.1616 5.2039 7.5151
H: 1.2532 2.8260 7.1410
H: 2.5175 3.8824 6.7505
H: 0.0667 2.1895 5.1705
H: -0.2490 3.4156 3.9546
H: -0.9248 3.5633 5.6420
H: 0.6539 5.3449 9.5735
H: 2.1674 5.1772 9.2809
C: 2.8742 -0.0492 1.5994
C: 3.0695 1.4673 1.8244
C: 3.8812 2.1331 0.7481
O: 3.8687 3.4999 0.9996
C: 4.3170 4.3413 -0.0626
N: 1.7588 2.1118 1.8555
H: 2.2442 -0.0654 0.7410
H: 2.2234 -0.5017 2.3240
H: 3.8190 -0.5233 1.4999
H: 3.6215 1.5221 2.7365
H: 3.4992 1.7740 -0.2308
H: 4.9705 1.8591 0.7886
H: 5.4329 4.3323 -0.1813
H: 3.9257 5.3501 0.1746
H: 3.8671 3.9162 -0.9913
H: 1.7520 3.0854 2.1497
H: 1.3122 1.7413 2.7145
C: -1.4773 -6.0510 0.0264
C: -2.5596 -6.5275 -1.0038
C: -3.8875 -6.0262 -0.6102
O: -4.2431 -6.7322 0.6108
C: -5.6089 -6.5558 0.9234
N: -2.2249 -6.1492 -2.3742
H: -0.6149 -6.7666 0.0253
H: -1.8431 -6.1698 1.0603
H: -1.1959 -5.0045 -0.1789
H: -2.6378 -7.5843 -0.9844
H: -4.6994 -6.2205 -1.3702
H: -3.8288 -4.9587 -0.4026
H: -6.2227 -6.6070 0.0061
H: -5.9066 -5.6101 1.4687
H: -5.8388 -7.4009 1.5836
H: -2.1714 -5.1219 -2.5518
H: -1.2696 -6.3014 -2.4628
C: 4.8461 -5.1938 -4.5398
C: 6.3609 -5.3787 -4.6230
C: 7.0963 -4.0762 -4.2423
O: 6.5063 -2.9714 -4.8575
C: 7.0819 -1.7299 -4.3326
N: 6.7782 -6.4111 -3.6689
H: 4.2725 -5.8123 -5.2383
H: 4.6020 -4.1971 -4.6840
H: 4.5496 -5.4286 -3.5074
H: 6.6437 -5.5348 -5.6641
H: 8.1875 -4.1924 -4.6606
H: 7.1698 -4.0634 -3.1197
H: 8.1672 -1.7838 -4.6316
H: 6.9385 -1.7648 -3.2488
H: 6.5778 -0.8553 -4.6884
H: 7.7959 -6.4278 -3.5918
H: 6.3670 -6.2422 -2.7715
C: -4.9102 -3.1127 1.6524
C: -4.8465 -1.6455 2.0870
C: -3.4564 -1.2739 2.4948
O: -3.1431 -1.9028 3.7802
C: -2.9899 -0.9258 4.7833
N: -5.2107 -0.7832 0.9017
H: -4.4008 -3.7618 2.3887
H: -4.3362 -3.1775 0.7428
H: -5.9731 -3.3228 1.5182
H: -5.5033 -1.5064 2.9592
H: -3.4238 -0.1539 2.5127
H: -2.7633 -1.6771 1.7541
H: -2.2610 -0.2057 4.4645
H: -2.6404 -1.4056 5.7198
H: -3.9031 -0.4637 5.0544
H: -4.9841 0.1549 1.0998
H: -6.2137 -0.8231 0.8061
C: -4.7808 3.8871 4.3331
C: -5.2520 3.2317 3.0835
C: -4.1628 3.3656 1.9868
O: -2.9795 2.8196 2.5010
C: -1.8368 2.8771 1.6447
N: -5.7185 1.8688 3.2895
H: -3.9503 3.2189 4.5988
H: -5.5181 3.8250 5.1366
H: -4.4635 4.9837 4.2288
H: -6.1719 3.7066 2.7734
H: -4.0697 4.4210 1.7603
H: -4.4473 2.8019 1.0585
H: -2.0502 2.6182 0.6146
H: -1.0925 2.1367 1.9030
H: -1.3457 3.8726 1.8074
H: -5.1104 1.3502 3.8271
H: -6.6645 1.9574 3.7211
C: 3.6580 -0.5430 -4.0860
C: 2.5619 0.5132 -3.9536
C: 1.3377 -0.1137 -3.3878
O: 0.8093 -1.1540 -4.1934
C: 0.0608 -2.1146 -3.5234
N: 2.9132 1.5995 -2.9818
H: 3.3392 -1.3695 -4.6974
H: 4.0430 -1.0375 -3.1707
H: 4.5116 -0.1404 -4.7022
H: 2.2909 0.8424 -4.9417
H: 0.5817 0.7033 -3.1632
H: 1.5336 -0.5040 -2.3432
H: -0.2096 -2.8473 -4.3532
H: -0.9366 -1.7337 -3.2571
H: 0.6097 -2.6571 -2.8063
H: 2.0458 2.0749 -2.6089
H: 3.5029 2.2665 -3.4851
O: 0.8700 2.4249 -0.8804
H: 1.2279 2.3523 0.0263
H: 1.0457 3.3086 -1.1059
O: -0.2025 -0.4876 2.8440
H: -0.2918 -0.4008 1.9248
H: -0.2625 -1.4359 3.0521
O: -3.0178 -0.1278 -0.8607
H: -3.5387 0.4541 -1.3680
H: -3.6318 -0.6160 -0.3317
O: -0.6602 -3.0571 3.6572
H: -0.4177 -3.8910 3.2416
H: -1.5953 -2.9790 3.5886
O: -2.3256 -2.9179 -1.3796
H: -2.3836 -1.9643 -1.3944
H: -1.4548 -3.1352 -1.0201
O: -0.0939 -0.1457 -0.3381
H: -1.0295 0.0140 -0.4833
H: 0.2975 0.7016 -0.5813



C40H23BrF15GeN5PtS as an isolated structure, computed with the ωB97M-V functional and the def2-TZVPD basis.

Energy: -230704.54883 eV
Charge: 0
Largest force on an atom: 0.62 eV Å⁻¹

Geometry (Å):
Pt: -1.3318 0.1336 -0.7075
Br: -2.9747 -6.9433 -0.3994
C: -3.0760 -5.0587 -0.4073
C: -4.3100 -4.4439 -0.5751
C: -4.3861 -3.0625 -0.5900
C: -3.2329 -2.2991 -0.4396
C: -2.0124 -2.9237 -0.2803
C: -1.9257 -4.3071 -0.2588
N: -3.2053 -0.8581 -0.4390
C: -4.2811 -0.2070 -0.2304
C: -4.3772 1.2720 -0.1992
C: -5.5949 1.8728 0.0766
C: -5.6367 3.2621 0.1068
C: -4.4719 3.9718 -0.1265
C: -3.2964 3.2704 -0.3897
N: -3.2591 1.9498 -0.4345
H: -5.2021 -5.0391 -0.7018
H: -5.3588 -2.6196 -0.7489
H: -1.1307 -2.3091 -0.1559
H: -0.9662 -4.7872 -0.1315
H: -5.2144 -0.7281 -0.0300
H: -6.4776 1.2789 0.2687
H: -6.5647 3.7760 0.3157
H: -4.4653 5.0523 -0.1035
H: -2.3549 3.7787 -0.5603
C: -2.3331 -0.7635 4.3806
C: -1.3963 0.3536 3.9065
C: -0.0276 0.1982 4.5777
C: -1.9918 1.7142 4.2896
C: -1.2455 0.2795 2.4440
C: -1.1777 0.1749 1.2403
H: -2.4553 -0.7215 5.4644
H: -1.9305 -1.7407 4.1140
H: -3.3153 -0.6626 3.9172
H: -0.1219 0.2443 5.6642
H: 0.6326 1.0035 4.2522
H: 0.4325 -0.7533 4.3088
H: -2.1168 1.7822 5.3716
H: -2.9656 1.8543 3.8180
H: -1.3377 2.5235 3.9638
N: 0.5979 -0.2679 -5.7413
C: -0.5135 -0.0361 -4.9934
C: -0.4611 -0.1776 -3.5912
N: -1.5176 0.0750 -2.8478
C: -2.6555 0.4398 -3.4681
C: -2.6917 0.5415 -4.8379
N: -1.6306 0.3158 -5.6130
H: 1.4989 -0.2869 -5.2969
H: 0.5571 -0.0090 -6.7114
H: 0.4483 -0.4580 -3.0831
H: -3.5161 0.6509 -2.8519
H: -3.6065 0.8377 -5.3351
F: 2.3729 3.2486 1.0976
C: 2.7046 2.3330 2.0150
C: 2.7554 0.9928 1.6663
C: 3.1158 0.1153 2.6734
F: 3.1403 -1.2103 2.4679
C: 3.4577 0.5398 3.9474
F: 3.7913 -0.3400 4.8926
C: 3.4153 1.8887 4.2480
F: 3.7181 2.3105 5.4736
C: 3.0268 2.7960 3.2772
F: 2.9750 4.0963 3.5670
Ge: 2.3975 0.5219 -0.2052
S: 0.5848 1.3654 -1.0232
C: 3.7799 1.3658 -1.3539
C: 3.7167 1.0861 -2.7087
F: 2.7823 0.2346 -3.1861
C: 4.5819 1.6268 -3.6415
F: 4.4688 1.3268 -4.9388
C: 5.5767 2.4882 -3.2135
F: 6.4223 3.0233 -4.0907
C: 5.6920 2.7791 -1.8660
F: 6.6589 3.5944 -1.4482
C: 4.8027 2.2124 -0.9656
F: 5.0013 2.5113 0.3238
C: 2.9362 -1.3626 -0.4469
C: 4.2384 -1.6953 -0.1148
F: 5.0523 -0.7597 0.4002
C: 4.7618 -2.9660 -0.2689
F: 6.0197 -3.2384 0.0754
C: 3.9551 -3.9672 -0.7822
F: 4.4343 -5.1978 -0.9398
C: 2.6514 -3.6754 -1.1383
F: 1.8717 -4.6310 -1.6496
C: 2.1718 -2.3857 -0.9704
F: 0.9158 -2.1711 -1.3730



Q: Which E_LUMO values were calculated for the entries above? A: 0.17; 0.41; -1.14, in eV.